A structure of composition C32H31CaCl2NO3S2Sb. Source: the OMol25 dataset; level of theory: ωB97M-V with the def2-TZVPD basis set.

The HOMO energy is -3.0 eV. For the electronic energy, the calculation gives -113013.8534 eV. As for the LUMO energy: 2.185 eV.

Geometry as ORCA input:
```
! wB97M-V def2-TZVPD RIJCOSX def2/J DEFGRID3
* xyz -1 1
Ca 1.6692 -0.2671 0.1059
Cl 3.3286 3.1316 -3.6217
C 4.2075 2.7888 -2.1555
C 5.3783 3.5087 -1.8851
C 6.1042 3.2568 -0.7592
Cl 7.5647 4.1751 -0.4586
C 5.6879 2.2651 0.1601
C 6.3707 1.9311 1.3503
C 5.8765 0.9547 2.1631
C 4.6841 0.2973 1.8049
N 4.0219 0.5855 0.7120
C 4.5023 1.5489 -0.1195
C 3.7137 1.7896 -1.3158
O 2.6489 1.1191 -1.5401
H 5.7080 4.2696 -2.5795
H 7.2825 2.4557 1.6041
H 6.3861 0.6850 3.0785
H 4.2563 -0.4836 2.4210
S -0.2736 -2.0284 2.3260
Sb -1.5317 -0.4418 0.5233
C -2.9873 -2.0292 0.4248
C -2.6553 -3.2063 -0.2458
C -3.5746 -4.2399 -0.3709
C -4.8411 -4.1139 0.1862
C -5.1774 -2.9529 0.8676
C -4.2562 -1.9171 0.9830
C -2.6421 0.5256 -1.2325
C -1.9641 1.5886 -1.8393
C -2.3722 2.1430 -3.0478
C -3.4812 1.6227 -3.7019
C -4.1728 0.5607 -3.1313
C -3.7574 0.0253 -1.9152
C -2.5048 0.8045 1.9956
C -2.4712 0.4639 3.3474
C -3.0518 1.2887 4.3029
C -3.6661 2.4749 3.9253
C -3.7024 2.8282 2.5844
C -3.1294 1.9972 1.6287
H -1.6585 -3.3216 -0.6595
H -3.3009 -5.1484 -0.8951
H -5.5587 -4.9206 0.0955
H -6.1614 -2.8524 1.3112
H -4.5346 -1.0114 1.5109
H -1.0694 1.9860 -1.3607
H -1.8214 2.9679 -3.4868
H -3.8034 2.0391 -4.6494
H -5.0388 0.1482 -3.6384
H -4.3125 -0.8068 -1.4947
H -1.9692 -0.4496 3.6478
H -3.0179 1.0064 5.3489
H -4.1137 3.1214 4.6712
H -4.1806 3.7522 2.2801
H -3.1823 2.2761 0.5834
C 2.6900 -3.0458 2.1996
O 2.3477 -1.7647 1.7035
C 1.2293 -1.0210 2.3697
C 1.6237 -0.6707 3.7908
H 1.8074 -3.6883 2.2235
H 3.1057 -2.9691 3.2101
H 3.4446 -3.4696 1.5338
H 1.6704 -1.5376 4.4721
H 0.8684 0.0106 4.1823
H 2.5884 -0.1507 3.8263
C -0.8371 -1.1575 -3.9402
S 0.5441 -0.3564 -3.1478
C 1.7963 -0.7565 -4.3547
O 0.8647 -1.2381 -1.9531
H -0.6048 -2.2163 -4.0577
H -1.0234 -0.6739 -4.8985
H -1.6967 -1.0170 -3.2837
H 1.5464 -0.2807 -5.3023
H 1.8519 -1.8412 -4.4479
H 2.7276 -0.3478 -3.9656
*
```